ORCA calculation (ωB97M-V with the def2-TZVPD basis set) on a structure of composition C24H21N7STeTl.

```
55
Properties=species:S:1:pos:R:3:nbo_charge:R:1
Tl -0.06 0.62 1.44 1.197
C -0.82 -0.94 -1.39 -0.269
N 0.38 -0.89 -0.55 -0.444
C 1.55 -0.36 -1.27 -0.265
C 1.51 1.13 -1.48 0.213
C 1.86 1.70 -2.69 -0.235
C 1.90 3.08 -2.80 -0.129
C 1.60 3.85 -1.69 -0.240
C 1.24 3.20 -0.52 0.070
N 1.20 1.88 -0.42 -0.483
C 0.66 -2.20 0.05 -0.270
C -0.40 -2.60 1.04 0.213
C -0.72 -3.93 1.24 -0.236
C -1.67 -4.26 2.20 -0.118
C -2.27 -3.25 2.92 -0.234
C -1.91 -1.94 2.66 0.084
N -0.99 -1.63 1.74 -0.508
C -1.60 0.35 -1.44 0.216
C -2.35 0.67 -2.55 -0.233
C -3.15 1.80 -2.53 -0.113
C -3.16 2.59 -1.39 -0.222
C -2.37 2.21 -0.32 0.078
N -1.61 1.11 -0.34 -0.508
H -1.48 -1.70 -0.98 0.241
H -0.56 -1.26 -2.40 0.213
H 1.67 -0.87 -2.23 0.204
H 2.44 -0.59 -0.67 0.251
H 2.10 1.06 -3.54 0.232
H 2.18 3.55 -3.73 0.237
H 1.63 4.93 -1.72 0.242
H 0.99 3.76 0.38 0.215
H 1.63 -2.13 0.56 0.251
H 0.75 -2.97 -0.72 0.209
H -0.24 -4.70 0.65 0.234
H -1.94 -5.29 2.37 0.239
H -3.02 -3.45 3.67 0.248
H -2.36 -1.12 3.20 0.228
H -2.32 0.03 -3.42 0.232
H -3.76 2.06 -3.38 0.239
H -3.77 3.47 -1.32 0.249
H -2.34 2.79 0.59 0.232
Te 2.05 0.68 3.13 0.296
C 3.45 -0.02 1.75 -0.555
C 3.86 -1.32 1.58 -0.294
C 4.88 -1.45 0.61 -0.266
C 5.24 -0.25 0.07 -0.420
S 4.33 1.03 0.72 0.496
H 3.46 -2.14 2.16 0.237
H 5.35 -2.39 0.35 0.240
H 6.01 -0.07 -0.67 0.253
N -5.53 1.21 0.94 -0.428
C -4.84 1.09 1.85 0.418
N -4.06 0.92 2.93 -0.645
C -2.86 1.30 2.74 0.622
N -1.75 1.65 2.59 -0.716
```

As for the energy above the lowest of the compared OMol25 structures with the same formula, charge and spin: 0.00 kJ/mol. The total energy is -2148.93160 Ha. The value obtained for the HOMO-LUMO gap is 7.761 eV. As for the net charge: +1.